No. 1
{"formula": "C3H11N3", "method": "the ωB97M-V functional and the def2-TZVPD basis", "elements": ["N", "C", "C", "N", "C", "N", "H", "H", "H", "H", "H", "H", "H", "H", "H", "H", "H"], "positions_angstrom": [[0.20988, 1.11534, 1.92564], [0.38724, -0.29834, 1.47338], [-0.13863, -0.52477, 0.05815], [-1.53242, -0.14486, -0.16944], [0.69249, 0.11711, -1.06196], [0.37925, -0.25255, -2.41799], [0.98194, 1.65139, 1.45571], [0.40088, 1.22322, 2.92560], [1.38529, -0.69346, 1.62710], [-0.16084, -0.97518, 2.08765], [-0.05314, -1.63399, -0.09355], [-2.12565, -0.79712, 0.40044], [-1.72801, 0.76996, 0.30447], [0.59800, 1.18485, -0.92321], [1.72369, -0.18030, -0.83447], [0.55558, -1.23671, -2.67873], [-0.62127, -0.10216, -2.45587]], "orbital_gap_ev": 9.9, "total_charge": 0, "energy_ha": -285.15099, "e_lumo_ev": 0.95, "e_homo_ev": -8.98, "e_above_lowest_kj_mol": 70.5}

---

No. 2
{"formula": "C34H87ClN5O18", "method": "the ωB97M-V functional and the def2-TZVPD basis", "elements": ["Cl", "O", "O", "O", "O", "C", "O", "C", "C", "N", "C", "C", "O", "C", "H", "H", "H", "H", "H", "H", "H", "H", "H", "H", "H", "H", "H", "H", "H", "C", "O", "C", "C", "N", "C", "C", "O", "C", "H", "H", "H", "H", "H", "H", "H", "H", "H", "H", "H", "H", "H", "H", "H", "C", "O", "C", "C", "N", "C", "C", "O", "C", "H", "H", "H", "H", "H", "H", "H", "H", "H", "H", "H", "H", "H", "H", "H", "C", "O", "C", "C", "N", "C", "C", "O", "C", "H", "H", "H", "H", "H", "H", "H", "H", "H", "H", "H", "H", "H", "H", "H", "C", "O", "C", "C", "N", "C", "C", "O", "C", "H", "H", "H", "H", "H", "H", "H", "H", "H", "H", "H", "H", "H", "H", "H", "C", "C", "O", "O", "H", "H", "H", "H", "H", "H", "C", "C", "O", "O", "H", "H", "H", "H", "H", "H"], "positions_angstrom": [[-0.66459, -1.63424, -0.12993], [-1.10413, -0.92725, -1.31449], [-0.82023, -0.78870, 1.03847], [-1.42300, -2.84842, 0.06159], [0.73649, -1.98815, -0.27168], [-1.74565, 2.83010, -3.60841], [-2.28997, 2.72822, -2.30931], [-1.43353, 1.98900, -1.43280], [-2.12401, 1.72222, -0.09454], [-2.23017, 2.82899, 0.86872], [-2.96636, 4.01292, 0.40116], [-3.10623, 4.99563, 1.52951], [-4.04300, 5.97420, 1.09478], [-4.74141, 6.62527, 2.10731], [-0.76037, 3.30755, -3.62244], [-2.49424, 3.24928, -4.27893], [-1.56554, 1.81874, -4.04072], [-0.47573, 2.50414, -1.24942], [-1.21142, 0.98933, -1.83945], [-1.47356, 0.96091, 0.35505], [-3.10118, 1.27835, -0.28411], [-1.27307, 3.14585, 1.04671], [-3.95645, 3.75396, 0.01730], [-2.48806, 4.45771, -0.49011], [-2.20824, 5.54649, 1.82594], [-3.49864, 4.46759, 2.40569], [-5.06671, 5.92951, 2.88947], [-5.65016, 6.97621, 1.61678], [-4.18539, 7.45591, 2.54679], [6.68767, -2.52829, 4.09541], [5.49955, -1.91433, 3.73674], [5.57899, -1.26146, 2.48623], [4.18170, -0.96130, 2.01125], [3.55984, 0.00681, 2.90878], [2.15943, 0.22212, 2.52176], [1.35152, 0.65099, 3.71650], [1.25520, -0.36918, 4.68728], [0.16981, -1.23741, 4.42407], [7.50209, -1.78877, 4.16669], [6.94472, -3.25718, 3.31715], [6.58200, -2.96837, 5.07904], [6.13425, -1.89580, 1.77071], [6.12905, -0.30456, 2.54469], [3.62854, -1.89805, 1.85705], [4.31633, -0.44272, 1.05036], [3.52817, -0.44938, 3.82694], [1.74207, -0.70962, 2.11602], [2.13746, 0.99754, 1.75812], [0.36924, 1.03617, 3.41328], [1.86181, 1.47274, 4.23420], [0.11174, -2.00464, 5.18891], [0.27220, -1.70459, 3.43583], [-0.78063, -0.68416, 4.39990], [4.62553, -4.93062, -6.06593], [4.28202, -4.56160, -4.71932], [4.05978, -3.17191, -4.54689], [3.50044, -2.94531, -3.15762], [4.40741, -3.39251, -2.10400], [3.73185, -3.61993, -0.87719], [4.64873, -4.26004, 0.12635], [5.19025, -5.44575, -0.37733], [6.24498, -5.91296, 0.41722], [4.08568, -4.28062, -6.77157], [4.27432, -5.94158, -6.23585], [5.70299, -4.78090, -6.18750], [3.29472, -2.84960, -5.26661], [5.00137, -2.61205, -4.66472], [2.55673, -3.49657, -3.03762], [3.38334, -1.87058, -2.98349], [4.97979, -4.18173, -2.36244], [2.79004, -4.17520, -1.03035], [3.39520, -2.68347, -0.41171], [4.11075, -4.42507, 1.07345], [5.42276, -3.50935, 0.36948], [6.67276, -6.82489, -0.00701], [5.93275, -6.11784, 1.45119], [7.09101, -5.19877, 0.42592], [-6.74507, -1.02879, 6.21262], [-5.90832, -0.67130, 5.23076], [-6.11555, -1.47703, 4.10569], [-5.22983, -1.05414, 2.95661], [-5.52811, 0.29301, 2.41874], [-6.78603, 0.32231, 1.67453], [-6.99380, 1.66534, 1.00937], [-7.08726, 2.66585, 1.97720], [-7.15123, 3.97076, 1.43160], [-6.67222, -2.09682, 6.49135], [-7.80672, -0.90073, 5.93079], [-6.58299, -0.45800, 7.12312], [-7.18425, -1.62899, 3.88907], [-5.76555, -2.50717, 4.34351], [-5.33803, -1.78542, 2.12996], [-4.19746, -1.10748, 3.29485], [-4.79021, 0.49676, 1.74617], [-7.60781, 0.09419, 2.36179], [-6.80428, -0.48559, 0.91244], [-7.94165, 1.60899, 0.43836], [-6.19346, 1.81262, 0.26510], [-8.05090, 4.10589, 0.80968], [-6.23265, 4.26498, 0.90923], [-7.25979, 4.64891, 2.28520], [2.58716, 0.66696, -1.12324], [3.96702, 0.97022, -1.18522], [4.24549, 2.13829, -0.49688], [5.33024, 2.85469, -1.23403], [5.57906, 4.14718, -0.56228], [6.68103, 4.83592, -1.14758], [6.58645, 5.07819, -2.64069], [7.00446, 3.89730, -3.32826], [6.90993, 4.00076, -4.69199], [2.46781, -0.23853, -1.70821], [1.96357, 1.44830, -1.57352], [2.33672, 0.49399, -0.08622], [4.53416, 1.85372, 0.52455], [3.35473, 2.77223, -0.42742], [5.04692, 3.01649, -2.27109], [6.24328, 2.24163, -1.23154], [5.89823, 3.80725, 0.34919], [7.65965, 4.34732, -0.98638], [6.76764, 5.81551, -0.66776], [7.31575, 5.87762, -2.86372], [5.56330, 5.34902, -2.94415], [7.71080, 4.65068, -5.07475], [5.93553, 4.38519, -5.00986], [7.06316, 3.01352, -5.11762], [-5.57746, -4.68567, -1.79833], [-4.97170, -4.18981, -0.53081], [-5.61284, -4.75963, 0.67384], [-6.91734, -4.07310, -2.01131], [-5.72595, -5.76006, -1.88486], [-4.98959, -4.35293, -2.66754], [-5.09341, -3.10272, -0.38705], [-3.90353, -4.40339, -0.45132], [-6.52380, -4.43456, 0.68106], [-6.76527, -3.20965, -2.40686], [-3.56286, -0.92663, -3.44391], [-4.23766, -0.31666, -2.23011], [-4.57757, 1.01305, -2.38780], [-4.44907, -0.93927, -4.61213], [-3.32894, -1.96129, -3.16396], [-2.60693, -0.43210, -3.66027], [-3.58660, -0.40829, -1.34172], [-5.12809, -0.87359, -1.93593], [-3.76786, 1.54669, -2.49124], [-4.39581, -0.08106, -5.04111]], "orbital_gap_ev": 8.5, "total_charge": -1, "energy_ha": -3435.46617, "e_lumo_ev": 2.20, "e_homo_ev": -6.31, "e_above_lowest_kj_mol": 0.0}

---

Copy entry 1 word for word.
{"formula": "C3H11N3", "method": "the ωB97M-V functional and the def2-TZVPD basis", "elements": ["N", "C", "C", "N", "C", "N", "H", "H", "H", "H", "H", "H", "H", "H", "H", "H", "H"], "positions_angstrom": [[0.20988, 1.11534, 1.92564], [0.38724, -0.29834, 1.47338], [-0.13863, -0.52477, 0.05815], [-1.53242, -0.14486, -0.16944], [0.69249, 0.11711, -1.06196], [0.37925, -0.25255, -2.41799], [0.98194, 1.65139, 1.45571], [0.40088, 1.22322, 2.92560], [1.38529, -0.69346, 1.62710], [-0.16084, -0.97518, 2.08765], [-0.05314, -1.63399, -0.09355], [-2.12565, -0.79712, 0.40044], [-1.72801, 0.76996, 0.30447], [0.59800, 1.18485, -0.92321], [1.72369, -0.18030, -0.83447], [0.55558, -1.23671, -2.67873], [-0.62127, -0.10216, -2.45587]], "orbital_gap_ev": 9.9, "total_charge": 0, "energy_ha": -285.15099, "e_lumo_ev": 0.95, "e_homo_ev": -8.98, "e_above_lowest_kj_mol": 70.5}

---

What is the formula in the first record?
C3H11N3